[1]
Here is a single C10H11N2PS2 molecule at a distorted geometry from the OMol25 dataset. Energies are from wB97M-V/def2-TZVPD.

As for the SMILES: Cc1ccc([P@@](=S)(S)n2cccn2)cc1. The relative energy (zero: lowest compared OMol25 entry of this formula, charge and spin) comes out at 0.0 kJ/mol. The HOMO-LUMO gap is 9.10 eV. The value obtained for the molar mass is 254.3 Da. The total energy comes out at -44487.487 eV.

```
! wB97M-V def2-TZVPD RIJCOSX def2/J DEFGRID3
* xyz 0 1
C 1.99 -1.18 0.82
C 1.95 -0.18 -1.34
C 0.65 -1.40 0.81
C 0.61 -0.42 -1.39
C -2.34 2.78 0.70
C -3.62 2.21 0.46
C -1.44 1.77 0.48
C 2.69 -0.66 -0.27
C -0.05 -0.88 -0.30
C 4.19 -0.47 -0.14
N -3.48 0.97 0.07
N -2.19 0.75 0.06
P -1.86 -0.90 -0.36
S -2.81 -1.35 -2.03
S -2.41 -2.19 1.32
H 2.54 -1.31 1.79
H 2.54 0.07 -2.18
H 0.11 -1.63 1.76
H -0.05 -0.19 -2.32
H -2.13 3.87 0.94
H -4.57 2.70 0.44
H -0.42 1.80 0.11
H 4.44 -1.31 0.51
H 4.82 -0.58 -1.08
H 4.33 0.45 0.35
H -3.50 -2.70 0.78
*
```

natural (NBO) atomic charge list, values in e, 2 entries:
1. C -0.221
2. C -0.226



[2]
Here is 2 unconnected molecules or ions with the total composition C10H11N2S at a distorted geometry from the OMol25 dataset. Energies are from wB97M-V/def2-TZVPD.

The relative energy (zero: lowest compared OMol25 entry of this formula, charge and spin) comes out at 323.7 kJ/mol. The HOMO-LUMO gap is 8.39 eV. The value obtained for the molar mass is 191.3 Da. The total energy comes out at -24353.365 eV.

```
! wB97M-V def2-TZVPD RIJCOSX def2/J DEFGRID3
* xyz 1 1
C 4.07 -0.32 -0.52
C 3.37 -1.25 0.26
C 3.46 0.90 -0.79
C 2.05 -1.06 0.61
C 2.11 1.09 -0.48
C 1.37 0.15 0.18
C -1.23 -1.21 0.19
C -2.47 -0.86 -0.18
C 0.03 0.38 0.57
C -4.27 0.71 -0.15
N -3.05 0.48 0.00
N -0.63 1.46 0.70
S -5.77 -0.14 -0.38
H 5.10 -0.53 -0.89
H 4.00 -2.09 0.57
H 4.16 1.63 -1.18
H 1.75 -1.77 1.41
H 1.72 2.08 -0.86
H -0.71 -2.16 0.02
H -3.17 -1.72 -0.50
H -4.47 1.80 -0.27
H -0.20 2.37 0.80
H -1.69 1.48 0.57
H -5.53 -1.42 0.33
*
```

natural (NBO) atomic charge list, values in e, 2 entries:
1. C -0.127
2. C -0.207



[3]
Here is 2 unconnected molecules or ions with the total composition C10H11N3OS at a distorted geometry from the OMol25 dataset. Energies are from wB97M-V/def2-TZVPD.

As for the SMILES: NC1=C[C@@H]2C=CC=C[C@@H]2S1.N#CC(N)=O. The relative energy (zero: lowest compared OMol25 entry of this formula, charge and spin) comes out at 118.1 kJ/mol. The HOMO-LUMO gap is 8.31 eV. The value obtained for the molar mass is 221.3 Da. The total energy comes out at -27898.759 eV.

```
! wB97M-V def2-TZVPD RIJCOSX def2/J DEFGRID3
* xyz 0 1
C 2.33 1.31 -0.98
C -3.21 0.69 0.46
C -3.39 -0.11 -0.76
C -2.03 1.16 0.93
C -2.28 -0.40 -1.43
C 3.21 0.34 -0.29
C 0.28 0.36 1.20
C -0.69 0.98 0.25
C -0.91 0.06 -0.98
C 0.64 -0.90 0.82
N 1.66 2.06 -1.51
N 3.16 -0.89 -0.89
N 1.53 -1.68 1.55
O 4.03 0.69 0.54
S -0.08 -1.55 -0.62
H -4.17 0.72 0.91
H -4.45 -0.27 -0.86
H -1.84 1.71 1.82
H -2.37 -1.07 -2.25
H 0.55 0.97 2.00
H -0.45 2.03 -0.18
H -0.47 0.43 -1.80
H 2.50 -1.07 -1.60
H 3.24 -1.63 -0.18
H 1.46 -2.67 1.42
H 1.74 -1.26 2.43
*
```

natural (NBO) atomic charge list, values in e, 2 entries:
1. C 0.190
2. C -0.246



[4]
Here is a gas-phase ion, C10H11N4O (charge +1) at a distorted geometry from the OMol25 dataset. Energies are from wB97M-V/def2-TZVPD.

As for the SMILES: N[C@@]1(O)C(=[NH2+])C=NN=C1c1ccccc1. The relative energy (zero: lowest compared OMol25 entry of this formula, charge and spin) comes out at 226.2 kJ/mol. The HOMO-LUMO gap is 6.69 eV. The value obtained for the molar mass is 203.2 Da. The total energy comes out at -18545.699 eV.

```
! wB97M-V def2-TZVPD RIJCOSX def2/J DEFGRID3
* xyz 1 1
C -1.19 2.02 3.21
C -0.52 2.53 2.11
C -1.37 0.62 3.26
C 0.00 1.76 1.11
C -1.05 -0.18 2.22
C -0.40 0.42 1.07
C -0.57 -2.07 -2.16
C -0.29 -0.31 -0.15
C 0.87 -0.24 -1.11
C 0.54 -1.18 -2.25
N -1.51 -1.77 -1.36
N -1.37 -1.02 -0.32
N 1.83 -1.06 -0.48
N 1.06 -1.13 -3.46
O 1.37 0.97 -1.40
H -1.44 2.61 4.12
H -0.25 3.60 2.16
H -1.78 0.15 4.15
H 0.59 2.03 0.23
H -1.25 -1.26 2.16
H -0.71 -2.69 -3.11
H 1.60 -1.97 -0.14
H 2.36 -0.68 0.32
H 0.79 -1.94 -3.97
H 1.67 -0.47 -3.99
H 1.04 1.27 -2.25
*
```

natural (NBO) atomic charge list, values in e, 2 entries:
1. C -0.130
2. C -0.226



[5]
Here is 2 unconnected molecules or ions with the total composition C10H11N4P at a distorted geometry from the OMol25 dataset. Energies are from wB97M-V/def2-TZVPD.

The relative energy (zero: lowest compared OMol25 entry of this formula, charge and spin) comes out at 0.0 kJ/mol. The HOMO-LUMO gap (spin up / spin down) is 6.91 / 7.95 eV. The value obtained for the molar mass is 218.2 Da. The total energy comes out at -25793.254 eV.

```
! wB97M-V def2-TZVPD RIJCOSX def2/J DEFGRID3
* xyz 0 1
C -3.87 0.72 -1.17
C 2.57 1.94 1.01
C -4.27 0.21 0.09
C 3.63 1.95 0.08
C -2.66 0.30 -1.82
C 1.68 0.89 0.99
C -3.35 -0.65 0.72
C 3.73 0.89 -0.82
C -1.82 -0.45 -0.96
C 1.94 -0.18 0.07
N -2.12 -0.78 0.26
N 2.91 -0.09 -0.81
N 1.77 -3.04 -0.46
N 0.18 -1.74 1.25
P 0.97 -1.69 -0.17
H -4.47 1.51 -1.72
H 2.53 2.82 1.68
H -5.22 0.36 0.57
H 4.29 2.80 0.08
H -2.43 0.54 -2.81
H 0.87 0.73 1.69
H -3.66 -1.24 1.51
H 4.40 0.99 -1.65
H 2.75 -2.93 -0.65
H -0.87 -1.64 1.03
H 0.49 -2.23 2.03
*
```

natural (NBO) atomic charge list, values in e, 2 entries:
1. C -0.150
2. C -0.183



[6]
Here is a molecular structure, C10H11NO at a distorted geometry from the OMol25 dataset. Energies are from wB97M-V/def2-TZVPD.

The relative energy (zero: lowest compared OMol25 entry of this formula, charge and spin) comes out at 538.2 kJ/mol. The HOMO-LUMO gap is 7.51 eV. The value obtained for the molar mass is 161.2 Da. The total energy comes out at -14081.010 eV.

```
! wB97M-V def2-TZVPD RIJCOSX def2/J DEFGRID3
* xyz 0 1
C 1.69 -1.05 -0.32
C 0.70 2.58 -0.98
C -0.12 2.29 -1.97
C -0.40 -0.04 0.28
C -0.86 -1.00 1.16
C 1.58 1.30 -0.92
C 1.20 0.62 -2.28
C 0.90 0.11 -0.33
C -2.22 -0.73 1.76
C -0.23 -2.25 1.63
N 2.48 -1.88 -0.28
O 0.06 1.21 -2.73
H 0.78 3.41 -0.26
H -0.83 3.05 -2.34
H -1.07 0.70 -0.15
H 2.62 1.52 -0.72
H 1.66 -0.29 -2.68
H -2.72 -1.74 2.02
H -2.37 -0.14 2.68
H -2.79 -0.22 0.97
H -0.90 -2.80 2.23
H 0.31 -2.84 0.88
H 0.53 -1.82 2.34
*
```

natural (NBO) atomic charge list, values in e, 2 entries:
1. C 0.276
2. C -0.284



[7]
Here is a single C10H11NO2 molecule at a distorted geometry from the OMol25 dataset. Energies are from wB97M-V/def2-TZVPD.

As for the SMILES: O=C(O)[C@H]1Cc2ccccc2CN1. The relative energy (zero: lowest compared OMol25 entry of this formula, charge and spin) comes out at 411.9 kJ/mol. The HOMO-LUMO gap is 9.45 eV. The value obtained for the molar mass is 177.2 Da. The total energy comes out at -16130.022 eV.

```
! wB97M-V def2-TZVPD RIJCOSX def2/J DEFGRID3
* xyz 0 1
C 0.87 -3.14 0.67
C 0.26 -1.63 0.46
C 1.23 -0.48 0.46
C 0.49 0.72 0.09
C 1.00 2.04 -0.03
C 0.47 3.19 -0.83
C -0.92 3.00 -0.88
C -1.63 1.89 -0.46
C -0.96 0.66 -0.34
C -1.69 -0.64 -0.45
H 2.46 -2.03 0.95
H -0.30 -1.70 1.50
H 2.12 -0.71 -0.30
H 1.72 -0.30 1.40
H 2.14 1.99 0.40
H 1.08 4.17 -0.74
H -1.32 3.97 -1.17
H -2.74 1.87 -0.43
H -2.40 -0.74 -1.35
H -2.36 -0.86 0.51
H -1.26 -2.48 -0.35
N -0.63 -1.65 -0.66
O 2.18 -3.08 1.14
O 0.18 -4.07 0.41
*
```

natural (NBO) atomic charge list, values in e, 2 entries:
1. C 0.821
2. C -0.163



[8]
Here is a molecular structure, C10H11NO2 at a distorted geometry from the OMol25 dataset. Energies are from wB97M-V/def2-TZVPD.

The relative energy (zero: lowest compared OMol25 entry of this formula, charge and spin) comes out at 194.7 kJ/mol. The HOMO-LUMO gap (spin up / spin down) is 5.46 / 5.10 eV. The value obtained for the molar mass is 177.2 Da. The total energy comes out at -16126.489 eV.

```
! wB97M-V def2-TZVPD RIJCOSX def2/J DEFGRID3
* xyz 0 3
C -0.64 0.38 -3.10
C -1.46 -0.38 -2.27
C 0.58 0.77 -2.65
C -0.99 -0.56 -0.93
C 0.15 0.11 -0.56
C -1.71 -1.37 0.01
C -1.24 -1.87 1.12
C 0.02 -1.41 1.71
C 0.74 -0.15 1.24
C 0.96 2.24 1.57
N 1.05 0.54 -1.41
O 2.16 -0.51 1.31
O 0.49 0.98 1.91
H -0.95 0.81 -4.06
H -2.39 -0.96 -2.46
H 1.32 1.17 -3.34
H -2.72 -1.72 -0.37
H -1.83 -2.56 1.72
H -0.26 -1.30 2.75
H 0.77 -2.24 1.94
H 0.33 2.94 2.16
H 0.91 2.31 0.46
H 2.01 2.46 1.86
H 2.71 0.31 1.38
*
```

natural (NBO) atomic charge list, values in e, 2 entries:
1. C -0.208
2. C -0.377



[9]
Here is a single C10H11NO2S molecule at a distorted geometry from the OMol25 dataset. Energies are from wB97M-V/def2-TZVPD.

As for the SMILES: N#C/C=C/C=C\C=C/S(=O)(=O)C1CC1. The relative energy (zero: lowest compared OMol25 entry of this formula, charge and spin) comes out at 385.6 kJ/mol. The HOMO-LUMO gap is 8.33 eV. The value obtained for the molar mass is 209.3 Da. The total energy comes out at -26963.387 eV.

```
! wB97M-V def2-TZVPD RIJCOSX def2/J DEFGRID3
* xyz 0 1
C -3.30 2.02 -0.30
C -2.96 -1.50 0.82
C -2.09 -2.26 0.11
C -3.24 -0.10 0.71
C -1.15 -1.79 -0.93
C 1.99 1.76 -1.02
C 1.97 2.43 0.36
C -2.88 0.64 -0.32
C -0.22 -0.86 -0.72
C 1.88 0.96 0.27
N -3.64 3.10 -0.37
O 0.53 -0.68 1.84
O -0.76 1.18 0.77
S 0.26 0.16 0.67
H -3.36 -2.06 1.59
H -2.19 -3.31 0.33
H -3.96 0.34 1.36
H -1.11 -2.32 -1.80
H 1.22 1.82 -1.76
H 2.92 1.76 -1.58
H 2.96 2.76 0.64
H 1.12 3.05 0.47
H -2.29 0.26 -1.11
H 0.48 -0.61 -1.37
H 2.63 0.27 0.44
*
```

natural (NBO) atomic charge list, values in e, 2 entries:
1. C 0.267
2. C -0.185